Entry from the Open Molecules 2025 dataset: C18H22N8O3 in the gas phase (the ωB97M-V functional and the def2-TZVPD basis).

Computed properties:
LUMO energy (eV): -0.23
2S+1: 1
Orbital gap (eV): 8.807
SMILES: C[C@@](CO)(CNC(=O)c1cn2cnnc2cn1)NC(=O)Cc1cncn1C1CC1
HOMO energy (hartree): -0.3321

Bonds (Å) are listed after each position.
Positions of all 51 atoms, in Å:
1 C -1.85 1.30 2.53  C2 1.528, H30 1.091, H31 1.089, H32 1.087
2 C -1.91 -0.19 2.19  C1 1.528, C3 1.547, C5 1.554, N18 1.468
3 C -2.51 -0.96 3.38  C2 1.547, O4 1.399, H33 1.094, H34 1.100
4 O -2.11 -0.53 4.65  C3 1.399, H35 0.974
5 C -2.87 -0.47 1.00  C2 1.554, N6 1.453, H36 1.091, H37 1.092
6 N -2.29 -0.61 -0.32  C5 1.453, C7 1.350, H38 1.010
7 C -1.58 0.34 -0.98  N6 1.350, O8 1.221, C9 1.499
8 O -1.37 1.47 -0.58  C7 1.221
9 C -1.03 -0.14 -2.29  C7 1.499, C10 1.348, N17 1.379
10 C -0.35 0.74 -3.05  C9 1.348, N11 1.369, H39 1.079
11 N 0.21 0.27 -4.21  C10 1.369, C12 1.362, C15 1.377
12 C 0.96 0.82 -5.20  N11 1.362, N13 1.308, H40 1.076
13 N 1.26 -0.09 -6.09  C12 1.308, N14 1.358
14 N 0.71 -1.27 -5.71  N13 1.358, C15 1.312
15 C 0.08 -1.05 -4.58  N11 1.377, N14 1.312, C16 1.425
16 C -0.67 -1.90 -3.72  C15 1.425, N17 1.292, H41 1.083
17 N -1.21 -1.46 -2.63  C9 1.379, C16 1.292
18 N -0.59 -0.71 1.81  C2 1.468, C19 1.343, H42 1.010
19 C 0.48 -0.83 2.61  N18 1.343, O20 1.226, C21 1.528
20 O 0.49 -0.61 3.81  C19 1.226
21 C 1.75 -1.34 1.92  C19 1.528, C22 1.490, H43 1.090, H44 1.092
22 C 1.89 -1.05 0.47  C21 1.490, C23 1.368, N26 1.380
23 C 1.68 -1.82 -0.65  C22 1.368, N24 1.374, H45 1.079
24 N 2.00 -1.12 -1.79  C23 1.374, C25 1.308
25 C 2.39 0.05 -1.37  N24 1.308, N26 1.358, H46 1.079
26 N 2.34 0.16 -0.02  C22 1.380, C25 1.358, C27 1.435
27 C 2.73 1.30 0.77  N26 1.435, C28 1.498, C29 1.499, H47 1.083
28 C 2.32 2.66 0.31  C27 1.498, C29 1.500, H48 1.080, H49 1.081
29 C 1.69 2.06 1.53  C27 1.499, C28 1.500, H50 1.081, H51 1.080
30 H -2.81 1.62 2.93  C1 1.091
31 H -1.10 1.48 3.30  C1 1.089
32 H -1.62 1.89 1.64  C1 1.087
33 H -3.60 -0.83 3.35  C3 1.094
34 H -2.31 -2.03 3.22  C3 1.100
35 H -1.13 -0.54 4.65  O4 0.974
36 H -3.38 -1.42 1.18  C5 1.091
37 H -3.63 0.31 1.00  C5 1.092
38 H -2.34 -1.50 -0.79  N6 1.010
39 H -0.21 1.78 -2.78  C10 1.079
40 H 1.25 1.86 -5.23  C12 1.076
41 H -0.79 -2.94 -3.99  C16 1.083
42 H -0.44 -0.90 0.83  N18 1.010
43 H 2.58 -0.93 2.49  C21 1.090
44 H 1.77 -2.42 2.07  C21 1.092
45 H 1.34 -2.84 -0.68  C23 1.079
46 H 2.73 0.86 -1.99  C25 1.079
47 H 3.71 1.19 1.22  C27 1.083
48 H 3.04 3.46 0.43  C28 1.080
49 H 1.71 2.73 -0.57  C28 1.081
50 H 0.66 1.72 1.41  C29 1.081
51 H 1.95 2.43 2.51  C29 1.080